Here is a 12-piece molecular cluster, C84H193N11O18 overall in a non-equilibrium geometry from the OMol25 dataset. Energies are from ωB97M-V with the def2-TZVPD basis set.

Properties
* orbital gap: 8.48 eV
* largest force on an atom: 4.06 eV/Å
* 2S+1: 1
* SMILES: CC1(C)CCCC(C)(C)N1O.CC1(C)CCCC(C)(C)N1O.CC1(C)CCCC(C)(C)N1O.CC1(C)CCCC(C)(C)N1O.CC1(C)CCCC(C)(C)N1O.COCCNCCOC.COCCNCCOC.COCCNCCOC.COCCNCCOC.COCCNCCOC.COCCNCCOC.CC(C)O
* net charge: 0
* E_tot: -5272.299941 Eh

Cartesian coordinates (Å):
O1 17.276 24.608 22.206
O2 22.458 15.858 23.115
O3 23.657 16.462 17.207
O4 16.911 15.766 16.042
O5 18.505 12.342 24.992
O6 30.608 15.931 19.600
O7 20.868 17.688 14.159
O8 16.312 23.530 12.317
O9 21.594 11.558 14.659
O10 22.182 26.322 26.133
O11 16.315 18.623 22.839
O12 26.300 25.485 20.298
O13 23.727 22.326 17.557
O14 16.384 22.160 19.944
O15 26.436 19.002 20.157
O16 14.073 18.047 17.599
O17 18.163 19.523 20.754
O18 22.485 22.174 23.895
N1 23.837 24.117 20.798
N2 24.180 16.068 20.846
N3 15.434 22.572 12.988
N4 18.385 12.491 23.584
N5 16.972 21.675 22.555
N6 18.727 18.547 19.876
N7 28.545 16.959 21.039
N8 21.664 12.481 15.755
N9 18.258 16.898 13.789
N10 18.373 25.520 22.313
N11 23.938 24.313 24.900
C1 19.122 12.792 15.639
C2 19.029 20.515 18.176
C3 23.148 11.017 16.914
C4 21.913 16.129 24.412
C5 23.932 15.670 19.498
C6 15.416 22.621 20.879
C7 26.611 18.468 21.438
C8 17.038 18.985 18.166
C9 17.724 25.820 24.622
C10 31.917 15.577 19.119
C11 23.879 15.484 23.177
C12 19.220 18.132 17.481
C13 27.654 25.083 20.188
C14 25.726 25.412 21.581
C15 18.939 25.496 23.646
C16 21.963 25.847 27.448
C17 21.777 11.695 16.939
C18 15.234 21.342 15.020
C19 19.719 24.239 24.103
C20 24.514 22.978 25.035
C21 21.036 19.555 20.286
C22 20.776 10.626 17.203
C23 12.332 19.398 16.681
C24 23.127 21.220 17.033
C25 16.181 15.111 17.038
C26 20.818 13.707 18.099
C27 12.627 19.042 19.051
C28 19.963 24.248 20.687
C29 24.465 15.614 16.418
C30 14.335 21.830 10.979
C31 23.527 26.598 25.702
C32 20.966 26.606 22.634
C33 24.217 25.450 21.405
C34 20.031 17.622 21.623
C35 19.237 13.683 21.091
C36 23.947 23.933 19.387
C37 16.655 20.915 11.587
C38 20.662 17.245 19.336
C39 15.189 20.084 14.217
C40 17.108 20.822 23.762
C41 19.117 17.129 12.663
C42 23.350 22.576 18.905
C43 20.709 17.697 17.876
C44 16.124 19.641 23.818
C45 21.881 12.658 18.086
C46 20.635 14.053 14.348
C47 16.283 15.972 14.822
C48 20.094 18.287 20.272
C49 16.120 22.489 18.640
C50 21.793 18.563 14.842
C51 17.804 13.890 21.710
C52 24.172 16.858 18.510
C53 23.876 22.140 23.886
C54 20.153 18.180 13.025
C55 20.505 13.407 15.701
C56 19.718 12.070 23.008
C57 20.227 26.689 21.285
C58 15.275 21.422 12.122
C59 19.686 12.348 21.493
C60 17.515 22.277 14.499
C61 20.845 12.801 23.609
C62 13.340 19.263 17.744
C63 21.857 21.472 22.892
C64 27.149 17.051 21.408
C65 14.583 20.317 12.836
C66 19.877 10.593 23.257
C67 15.676 17.461 23.092
C68 18.570 14.928 23.910
C69 19.172 25.567 21.090
C70 24.316 14.996 21.803
C71 15.676 23.779 15.076
C72 16.024 22.448 14.349
C73 20.676 14.419 16.816
C74 25.661 20.133 20.314
C75 17.293 15.862 13.685
C76 18.530 19.078 18.439
C77 29.017 15.537 21.357
C78 15.580 21.872 22.166
C79 16.359 13.681 23.830
C80 30.467 15.621 20.985
C81 19.927 26.638 23.685
C82 18.304 25.858 19.893
C83 24.449 25.377 25.745
C84 17.798 13.778 23.253
H1 17.229 20.515 12.366
H2 19.032 23.401 24.394
H3 15.135 19.986 23.670
H4 32.716 16.036 19.651
H5 19.860 11.017 17.647
H6 23.179 21.292 15.910
H7 22.226 22.640 18.973
H8 21.017 13.785 23.192
H9 19.187 16.927 21.509
H10 15.002 22.336 22.962
H11 11.667 18.567 16.794
H12 14.744 17.989 16.867
H13 32.064 14.507 19.308
H14 15.547 21.173 15.994
H15 13.527 22.397 11.423
H16 18.075 20.398 23.834
H17 14.415 19.407 12.273
H18 27.947 25.208 19.160
H19 19.103 18.793 16.616
H20 22.973 24.192 25.137
H21 24.362 22.518 22.984
H22 18.564 14.893 24.956
H23 14.516 19.404 14.708
H24 23.362 26.990 24.677
H25 20.662 20.362 20.904
H26 28.923 15.439 22.485
H27 20.882 26.640 20.426
H28 20.869 16.364 24.255
H29 22.346 17.012 24.838
H30 24.653 14.884 19.182
H31 22.217 11.953 14.001
H32 19.840 14.793 14.265
H33 19.790 27.628 21.119
H34 16.325 24.650 14.818
H35 15.486 16.919 22.234
H36 23.649 17.785 18.787
H37 23.505 24.793 18.839
H38 17.448 14.818 21.319
H39 17.360 19.140 21.163
H40 17.148 24.973 24.810
H41 19.876 13.121 18.263
H42 21.112 16.984 17.079
H43 15.537 23.689 21.001
H44 31.960 15.643 18.070
H45 21.782 12.251 23.556
H46 25.025 23.929 19.095
H47 21.989 19.219 20.629
H48 19.145 11.840 15.157
H49 20.604 9.990 16.304
H50 25.659 20.718 19.383
H51 25.368 14.720 21.892
H52 23.976 14.799 24.013
H53 22.902 13.170 17.978
H54 22.858 15.327 19.334
H55 23.743 25.471 22.433
H56 22.037 15.333 25.181
H57 21.314 18.621 17.748
H58 11.969 19.771 19.428
H59 24.453 16.354 23.379
H60 15.038 20.904 21.993
H61 28.209 25.843 20.777
H62 19.855 14.446 21.485
H63 23.987 14.670 16.260
H64 19.732 15.077 16.912
H65 15.773 13.155 23.086
H66 21.003 25.294 27.310
H67 20.759 21.551 23.056
H68 17.508 25.134 19.764
H69 18.792 16.726 14.634
H70 24.615 19.894 20.515
H71 14.661 24.042 14.815
H72 31.011 16.351 21.533
H73 20.099 20.436 17.960
H74 13.616 20.733 13.060
H75 17.107 26.572 24.102
H76 14.083 20.168 17.748
H77 18.065 26.150 25.569
H78 15.215 15.612 17.247
H79 23.414 16.644 21.125
H80 17.755 22.550 15.559
H81 26.084 24.497 22.037
H82 25.517 25.556 25.472
H83 21.989 26.609 28.186
H84 18.642 17.477 11.729
H85 17.743 21.258 14.303
H86 20.834 18.422 12.197
H87 20.919 17.061 21.777
H88 23.754 14.095 21.545
H89 21.851 21.955 21.871
H90 15.957 14.666 23.888
H91 18.953 25.844 19.023
H92 22.314 18.030 15.614
H93 15.849 16.997 14.709
H94 18.537 20.842 17.296
H95 19.688 16.192 12.380
H96 20.392 13.453 13.477
H97 17.548 23.670 22.201
H98 23.726 20.275 17.274
H99 24.613 25.094 26.864
H100 22.011 12.105 19.051
H101 25.714 18.412 22.061
H102 16.131 16.858 23.869
H103 23.312 10.485 17.899
H104 15.065 22.593 18.451
H105 15.446 15.260 14.739
H106 15.773 23.679 16.127
H107 18.091 22.854 13.790
H108 20.493 24.373 19.730
H109 12.754 19.300 15.689
H110 21.584 27.477 22.728
H111 18.453 13.544 15.118
H112 26.031 20.934 21.112
H113 24.239 21.115 24.035
H114 16.365 13.181 24.770
H115 24.350 22.619 26.105
H116 21.478 25.611 22.633
H117 20.049 16.360 19.461
H118 20.309 24.534 24.980
H119 20.839 24.041 21.357
H120 23.165 10.216 16.191
H121 26.499 16.418 20.770
H122 16.847 15.026 17.982
H123 22.554 18.992 14.171
H124 14.398 22.522 20.481
H125 25.560 23.080 24.961
H126 25.423 15.315 16.942
H127 28.487 14.814 20.773
H128 17.528 21.232 21.825
H129 20.358 23.928 23.269
H130 22.085 21.162 17.452
H131 24.749 16.033 15.422
H132 21.177 19.999 19.288
H133 19.001 10.014 22.924
H134 22.664 25.080 27.678
H135 17.191 13.038 21.381
H136 22.920 23.911 21.083
H137 19.466 27.626 23.508
H138 18.599 12.626 16.599
H139 19.307 23.370 20.609
H140 23.730 21.871 19.614
H141 19.174 11.571 21.021
H142 18.675 17.267 17.240
H143 16.923 21.375 24.701
H144 13.284 18.704 19.911
H145 28.581 17.107 20.045
H146 16.388 21.685 17.923
H147 17.181 21.617 10.992
H148 27.835 24.054 20.539
H149 21.572 14.586 14.185
H150 31.015 14.698 21.206
H151 20.253 26.675 24.721
H152 16.336 19.429 18.858
H153 24.054 26.336 20.842
H154 17.706 26.805 20.050
H155 20.006 10.357 24.289
H156 16.411 20.120 10.860
H157 21.284 19.430 15.292
H158 27.347 19.031 22.005
H159 21.040 14.339 18.973
H160 19.872 18.332 22.365
H161 13.934 20.885 10.578
H162 26.064 26.246 22.200
H163 19.701 19.098 13.405
H164 14.636 17.763 23.458
H165 16.636 23.415 18.249
H166 20.716 10.274 22.680
H167 14.721 22.404 10.184
H168 11.827 20.371 16.792
H169 20.690 12.181 21.158
H170 11.980 18.205 18.867
H171 21.133 9.918 17.973
H172 27.044 16.757 22.483
H173 16.141 19.573 14.099
H174 21.531 15.020 16.634
H175 21.653 17.013 19.769
H176 22.196 20.468 22.776
H177 20.661 13.036 24.672
H178 15.948 14.050 16.743
H179 16.850 17.931 18.105
H180 25.257 17.047 18.427
H181 19.159 13.826 20.016
H182 23.983 11.697 16.717
H183 18.793 21.245 18.939
H184 17.704 14.839 13.606
H185 16.773 19.395 17.190
H186 16.110 19.158 24.789
H187 17.997 11.567 25.191
H188 19.503 15.065 23.472
H189 23.875 27.442 26.292
H190 18.139 15.869 23.655
H191 15.796 24.307 12.075
H192 16.594 16.029 12.846
H193 14.239 21.754 15.248

Results of the Löwdin charge analysis, in e, for atoms 1 through 8: -0.048 -0.231 -0.235 -0.228 -0.035 -0.187 -0.217 -0.034